Computed, not measured: a structure of composition C3H6N2OS at a distorted geometry, with the ωB97M-V functional and the def2-TZVPD basis.

```
! RIJCOSX wB97M-V def2-TZVPD def2/J DEFGRID3
* xyz 0 1
C -0.2873 -0.4093 0.4557
C -1.2462 0.4786 -0.3816
C 1.8638 0.5214 -0.6907
N 2.1763 -1.0811 0.3110
N 1.1798 -0.1924 0.2377
O 2.9395 -0.3206 -0.5119
S -2.8196 -0.3712 -0.3814
H -0.4044 -0.1798 1.5191
H -0.4019 -1.5975 0.3402
H -1.3428 1.4475 0.1920
H -0.9255 0.7127 -1.3572
H 2.0375 1.5598 -0.6781
H -2.7691 -0.5680 0.9453
*
```

orbital gap: 9.1 eV
relative energy (zero: lowest compared OMol25 entry of this formula, charge and spin): 141.0 kcal/mol